Record 1
A 2-piece molecular cluster, CH9N3 overall, computed with ωB97M-V/def2-TZVPD.

Last column: Mulliken spin population.
Geometry (Å):
N  -0.81011  1.21346  -2.71277  0.00
H  -1.63446  0.86435  -3.18396  0.00
H  -0.38547  1.81386  -3.42435  0.00
H  -1.11338  1.92647  -2.05379  0.00
N  1.23856  -0.74528  2.18076  0.21
C  0.60847  -0.30866  0.98929  0.00
N  -0.82700  -0.55068  1.02790  0.66
H  1.32152  -1.75987  2.14199  0.01
H  2.14409  -0.31166  2.32028  0.00
H  0.78410  0.75097  0.78481  0.05
H  0.97947  -0.84865  0.10455  0.11
H  -1.31409  -0.71739  0.14204  -0.01
H  -0.99170  -1.32691  1.68325  -0.01

Force components x, y, z for each atom (eV/Å):
N 0.3 0.7 -0.1
H -0.3 -0.1 0.1
H 0.3 -0.5 0.0
H -0.4 -0.2 0.1
N 0.0 -0.5 -1.4
C -0.9 1.1 1.2
N 1.4 -1.7 -0.2
H 0.2 0.1 0.6
H -0.1 0.0 0.3
H 0.1 0.1 -0.2
H 0.0 -0.2 -0.6
H 0.1 0.6 0.0
H -0.7 0.6 0.2

Computed properties:
- <S²>: 0.76
- E_LUMO (spin up / spin down): -3.400 / -8.762 eV
- HOMO level (spin up / spin down): -13.8 / -13.8 eV
- Spin multiplicity: 2
- ΔE to the lowest compared entry with this formula, charge and spin: 3.54 kcal/mol
- Net charge: +1
- E: -207.42330 a.u.
- Max |F|: 2.19 eV/A


Record 2
C42H34BBrF4N9O5Zr as an isolated structure, computed with ωB97M-V/def2-TZVPD.

Last column: Mulliken charge in e.
Geometry (Å):
Zr  -1.53655  -0.84107  -0.05202  -0.58
O  2.04122  0.39676  6.02687  -0.69
C  0.82213  0.58055  5.88465  0.27
O  -0.13825  0.83724  6.63584  -0.69
C  0.33565  0.38739  4.39407  -1.00
C  -0.94204  0.79065  4.01050  -0.93
C  -1.42909  0.41847  2.78654  0.06
N  -0.73151  -0.39401  1.96616  1.95
C  0.45479  -0.87818  2.38111  0.31
C  1.02799  -0.47986  3.56305  -1.05
C  1.00241  -1.95193  1.53070  0.74
C  2.34119  -2.28918  1.48325  -0.88
C  2.71114  -3.39496  0.73782  -0.58
C  1.73288  -4.13169  0.09064  -1.02
C  0.42512  -3.71263  0.18472  -0.15
N  0.05264  -2.62849  0.86764  0.71
C  -2.80416  0.72785  2.33533  0.55
C  -3.53673  1.76764  2.86618  -0.71
C  -4.84363  1.94830  2.44216  -0.94
C  -5.39097  1.04683  1.54509  -0.93
C  -4.59139  0.03048  1.06404  -0.15
N  -3.30997  -0.12402  1.41788  0.70
H  -1.52956  1.35689  4.72355  0.70
H  1.99261  -0.85187  3.89551  0.66
H  3.07389  -1.70112  2.02463  0.51
H  3.74637  -3.69903  0.68343  0.56
H  1.97831  -5.02117  -0.47394  0.50
H  -0.36950  -4.26998  -0.29204  0.40
H  -3.08403  2.42884  3.59401  0.51
H  -5.43101  2.78033  2.81683  0.47
H  -6.41827  1.12855  1.21391  0.48
H  -4.98977  -0.69753  0.37409  0.45
C  7.78016  1.20013  1.65262  -0.95
O  6.87053  0.15075  1.32051  -0.43
C  6.45754  0.06543  0.04607  0.77
C  6.85207  0.92418  -0.97016  -0.61
C  6.33591  0.74304  -2.24693  -0.13
C  5.39905  -0.24202  -2.51723  -0.87
C  5.04414  -1.13623  -1.50120  0.13
C  5.58327  -0.98764  -0.24284  -0.37
N  4.92799  -0.25469  -3.87238  -0.39
N  3.80882  -0.65526  -4.24598  -0.54
C  2.68678  -1.00791  -3.42638  0.43
C  1.92851  -2.06353  -3.85548  -0.48
C  0.73674  -2.44618  -3.21328  -0.83
C  0.25849  -1.73805  -2.15217  0.18
O  -0.89436  -2.02189  -1.51731  0.30
C  1.01671  -0.63498  -1.69100  0.05
N  0.50705  0.03231  -0.60333  1.16
C  1.14431  1.09419  -0.14978  -0.27
C  2.27900  1.60897  -0.77629  -1.99
C  2.78715  0.96931  -1.87783  -0.80
C  2.19924  -0.22777  -2.33659  0.93
H  7.96492  1.11229  2.71732  0.25
H  7.34765  2.17896  1.43822  0.38
H  8.72370  1.08805  1.11280  0.38
H  7.55916  1.72250  -0.78388  0.43
H  6.63257  1.40016  -3.05739  0.46
H  4.38095  -1.96436  -1.71601  0.49
H  5.35439  -1.67391  0.56252  0.47
H  2.27832  -2.61476  -4.72107  0.48
H  0.16215  -3.29081  -3.58071  0.51
H  0.73422  1.57410  0.72633  0.59
H  2.74078  2.50981  -0.39369  0.65
H  3.63787  1.39362  -2.39691  0.79
Br  -2.60457  -2.91753  3.22156  0.01
C  -3.25816  -3.53468  1.56443  0.29
C  -4.17822  -4.56622  1.62595  -0.83
C  -4.66016  -5.09451  0.44374  -0.30
C  -4.17231  -4.60342  -0.75374  -1.05
C  -3.25120  -3.58438  -0.72276  -0.53
N  -2.80044  -3.01185  0.41559  0.61
H  -4.49902  -4.93825  2.58857  0.47
H  -5.40025  -5.88664  0.45970  0.42
H  -4.50387  -5.00241  -1.70312  0.47
H  -2.83822  -3.19665  -1.63665  0.54
N  -1.66592  1.54885  0.06303  0.48
C  -2.01173  2.59750  -0.28140  0.13
N  -2.39708  3.74711  -0.74817  0.03
C  -1.56317  4.52696  -1.68673  -0.45
C  -2.42698  4.92657  -2.86291  -0.62
O  -3.56863  5.64319  -2.41834  -0.37
C  -4.39883  4.84087  -1.59300  -0.71
C  -3.66583  4.38808  -0.34575  -0.08
H  -0.71616  3.92549  -2.01432  0.33
H  -1.20401  5.41665  -1.16932  0.31
H  -2.73359  4.02992  -3.41431  0.33
H  -1.87137  5.58326  -3.52714  0.36
H  -4.75068  3.96310  -2.14650  0.32
H  -5.25029  5.45430  -1.31077  0.37
H  -4.26640  3.67033  0.20301  0.02
H  -3.43776  5.24197  0.29322  0.36
F  -3.34017  -0.96202  -1.24498  -0.18
B  -3.19430  0.14062  -2.28237  -0.65
F  -3.60407  -0.29552  -3.49379  -0.30
F  -3.88300  1.23194  -1.77288  -0.22
F  -1.77132  0.34955  -2.20261  -0.01

Force components x, y, z for each atom (eV/Å):
Zr -0.2 -0.5 0.7
O -0.6 0.1 0.1
C -0.1 0.3 -0.2
O 0.7 -0.1 -0.3
C -0.3 -0.5 0.7
C 0.2 0.4 0.2
C -0.1 -0.1 -0.2
N 0.0 0.0 0.5
C -0.1 0.2 -0.3
C 0.4 0.2 0.0
C -0.3 -0.1 0.3
C 0.3 0.0 0.1
C 0.1 0.0 0.0
C 0.1 -0.2 0.1
C -0.4 -0.1 0.0
N 0.4 0.5 -0.2
C 0.1 -0.5 0.3
C -0.1 0.2 0.1
C 0.0 0.1 0.1
C -0.1 0.1 0.0
C 0.1 -0.2 0.0
N -0.1 0.4 0.1
H 0.1 -0.1 0.0
H -0.1 0.0 0.0
H -0.1 0.0 -0.1
H 0.1 0.0 0.0
H 0.0 0.0 0.0
H 0.0 0.1 -0.2
H 0.0 0.0 -0.1
H 0.0 -0.1 0.0
H 0.1 0.0 0.0
H 0.0 0.0 -0.1
C 0.0 -0.1 0.0
O 0.2 0.1 0.2
C 0.0 0.0 -0.1
C 0.0 0.2 -0.2
C 0.0 0.2 -0.1
C -0.2 0.0 -0.1
C 0.1 -0.1 -0.1
C -0.1 -0.1 0.0
N -0.4 -0.5 0.1
N 0.4 0.4 0.0
C 0.2 0.1 0.3
C 0.2 -0.2 -0.1
C -0.1 -0.3 -0.3
C -0.1 -0.1 0.1
O 0.5 0.0 -0.7
C 0.0 0.2 0.2
N 0.2 -0.3 -0.5
C 0.0 -0.1 0.1
C 0.1 0.0 -0.1
C 0.0 0.2 0.0
C 0.1 0.1 0.0
H 0.0 0.0 0.0
H 0.0 0.0 0.0
H -0.1 0.0 0.0
H -0.1 -0.1 -0.1
H 0.0 -0.1 0.0
H 0.0 0.0 0.1
H 0.0 0.0 0.0
H -0.1 0.0 0.0
H 0.1 0.1 0.0
H -0.1 0.0 0.1
H 0.0 0.0 0.0
H -0.1 -0.1 0.1
Br 0.1 0.2 -0.1
C 0.3 0.2 -0.3
C -0.1 -0.1 0.0
C -0.1 -0.1 0.1
C -0.1 -0.2 -0.1
C 0.2 0.1 0.2
N -0.3 0.0 0.2
H 0.0 0.0 0.0
H 0.1 0.0 0.0
H 0.1 0.0 0.0
H 0.0 0.1 -0.1
N 0.1 -0.4 0.3
C -0.3 0.5 -0.6
N 0.2 -0.1 0.3
C 0.0 -0.1 0.1
C -0.3 0.0 0.0
O 0.1 -0.1 0.1
C 0.1 0.0 -0.2
C 0.2 0.0 0.0
H 0.0 -0.1 0.1
H 0.1 0.0 0.0
H 0.0 0.0 0.0
H 0.0 0.0 0.0
H 0.0 0.0 0.0
H -0.1 0.0 0.0
H 0.0 -0.1 0.1
H 0.0 0.0 0.0
F -0.3 0.5 -0.3
B -0.2 0.4 -0.4
F 0.2 0.1 0.5
F 0.2 -0.5 -0.3
F -0.5 -0.1 0.0

Computed properties:
- E_LUMO: -3.890 eV
- HOMO level: -10.1 eV
- Net charge: +1
- E: -5535.46608 a.u.
- Max |F|: 0.90 eV/A


Among the records above, which one has the lowest E?
C42H34BBrF4N9O5Zr